91
Properties=species:S:1:pos:R:3:forces:R:3:mulliken_charge:R:1 method="wB97M-V/def2-TZVPD" e_homo_ha="-0.372 / -0.372" homo_lumo_gap_ev="6.88 / 6.89" total_charge=+1 spin_multiplicity=2 energy_ev=-170970.8294 relative_energy_kcal_mol=8.35
Ti -0.22680 -0.71656 -0.43787 -0.45 -0.24 -0.45 -0.372
Cl -3.67533 -4.39181 -5.38902 -0.01 -0.01 0.00 -0.238
C -3.20770 -3.48260 -3.99189 -0.06 0.06 0.11 0.489
C -4.14409 -3.13601 -3.05868 0.18 -0.02 -0.08 -0.501
C -3.78783 -2.39251 -1.90723 0.05 -0.06 -0.15 -0.388
I -5.24379 -1.90605 -0.51655 0.00 0.04 0.06 0.048
C -2.49006 -1.99396 -1.71117 -0.05 -0.06 -0.08 0.675
O -2.04833 -1.28869 -0.68574 0.03 0.06 -0.03 -0.310
C -1.51906 -2.35887 -2.68693 -0.11 -0.07 -0.04 0.305
N -0.25803 -1.93348 -2.41279 -0.09 0.06 0.13 0.301
C 0.70743 -2.26241 -3.24687 0.02 0.02 -0.05 0.056
C 0.48354 -3.01706 -4.40948 -0.04 -0.02 0.05 -0.965
C -0.78939 -3.43265 -4.70619 0.03 0.06 0.08 -1.028
C -1.84529 -3.10762 -3.82903 -0.02 -0.03 -0.01 -0.136
H -5.17301 -3.43526 -3.19846 -0.01 -0.01 -0.02 0.406
H 1.70574 -1.91646 -3.00409 0.00 -0.01 0.00 0.269
H 1.31584 -3.25818 -5.05844 -0.10 0.05 0.06 0.510
H -0.99362 -4.00694 -5.59933 0.00 -0.01 -0.01 0.443
C -0.83051 -3.22067 6.34297 -0.01 0.00 0.01 -2.204
C -1.15420 -1.79429 5.90018 0.00 -0.03 0.00 1.889
C -0.28401 -0.81815 6.70427 0.01 0.00 0.01 -1.572
C -2.63832 -1.51175 6.17672 -0.01 0.00 0.01 -1.537
C -0.89316 -1.58879 4.41539 0.02 -0.03 -0.08 0.383
C -0.48480 -2.61082 3.56306 0.00 0.08 0.03 -0.792
C -0.27632 -2.34646 2.22046 0.06 0.00 0.04 -0.695
N -0.45973 -1.14259 1.69104 -0.10 0.26 0.18 0.328
C -0.85088 -0.13719 2.49288 -0.11 -0.01 0.03 0.429
C -1.07966 -0.32731 3.84454 0.15 -0.12 -0.19 -0.567
C -1.13317 1.14539 1.79090 -0.10 -0.08 -0.01 -0.159
C -1.59631 2.27617 2.45175 0.02 -0.08 -0.18 -0.354
C -2.04892 3.37398 1.73042 0.00 -0.01 -0.07 0.483
C -2.04666 3.25035 0.33741 0.02 0.01 0.09 -1.360
C -1.53360 2.11739 -0.24844 0.12 0.03 0.05 -0.485
N -1.02996 1.09464 0.45009 -0.22 0.15 0.46 0.356
C -2.52946 4.65447 2.39462 0.00 0.00 -0.04 1.960
C -1.48000 5.74309 2.11888 -0.01 0.02 0.00 -1.558
C -2.69323 4.49098 3.90480 0.00 0.00 0.03 -2.059
C -3.87771 5.07766 1.79302 0.00 -0.01 0.02 -1.679
H -1.01248 -3.31484 7.41321 -0.01 0.00 0.01 0.430
H 0.21549 -3.47406 6.16348 0.02 0.01 0.00 0.436
H -1.45880 -3.95645 5.83899 -0.01 0.00 -0.01 0.411
H -0.44760 -0.97726 7.77024 -0.01 0.00 0.01 0.461
H -0.52549 0.22241 6.48639 -0.01 0.02 -0.01 0.316
H 0.77602 -0.97173 6.49747 0.01 -0.01 0.00 0.376
H -2.84919 -1.66002 7.23609 0.00 0.00 0.02 0.457
H -3.27981 -2.18347 5.60486 0.00 -0.01 -0.01 0.372
H -2.90981 -0.48610 5.92419 0.00 0.02 -0.01 0.320
H -0.32139 -3.61483 3.92389 -0.01 0.01 0.00 0.525
H 0.05843 -3.11992 1.54049 0.01 0.01 0.01 0.600
H -1.41598 0.49301 4.45905 0.01 0.02 0.00 0.471
H -1.62657 2.28668 3.52892 0.00 -0.01 0.00 0.543
H -2.43544 4.03227 -0.29738 -0.01 0.03 0.00 0.395
H -1.54359 2.00435 -1.32336 0.05 0.03 0.00 0.659
H -0.51601 5.48349 2.55887 0.01 -0.01 0.00 0.358
H -1.80853 6.68810 2.55251 0.00 0.01 0.01 0.436
H -1.33641 5.89553 1.04851 0.00 0.00 -0.01 0.376
H -1.74452 4.27581 4.39959 0.01 0.00 0.00 0.390
H -3.40532 3.70167 4.15364 -0.02 0.00 -0.01 0.450
H -3.07199 5.42141 4.32652 0.00 0.01 0.00 0.431
H -3.78865 5.36767 0.74678 0.00 -0.01 -0.02 0.346
H -4.26158 5.94091 2.33645 0.01 0.02 0.00 0.467
H -4.61574 4.27757 1.86528 0.00 -0.01 0.02 0.382
Br 2.17602 -2.10316 -7.66039 0.01 0.02 -0.07 -0.116
C 3.36749 -1.24742 -6.46885 0.05 0.07 0.04 -0.051
C 3.65130 0.10191 -6.62674 -0.03 -0.10 -0.01 -0.631
C 4.53168 0.71471 -5.74947 -0.04 -0.11 0.11 -0.336
C 5.06964 -0.00349 -4.68842 0.00 0.12 -0.03 0.145
C 4.80774 -1.36692 -4.55744 0.06 0.19 -0.07 -0.117
C 3.96508 -1.99082 -5.46039 -0.08 -0.09 -0.04 -0.399
N 6.03275 0.66674 -3.85000 0.21 -0.44 -0.27 -0.380
N 5.98372 0.57854 -2.61993 -0.37 0.42 0.15 -0.525
C 4.80502 0.05164 -1.98325 0.25 -0.31 0.24 -0.303
C 4.94852 -1.00116 -1.11342 -0.11 0.16 -0.19 -0.582
C 3.84199 -1.57520 -0.47021 -0.19 0.18 0.14 -0.762
C 2.58039 -1.03208 -0.62227 0.27 -0.14 -0.25 1.262
O 1.49619 -1.52026 -0.04820 0.32 0.10 0.11 -0.255
C 2.43267 0.09909 -1.48376 0.05 -0.09 0.02 0.030
N 1.15532 0.56252 -1.65620 0.11 -0.09 -0.06 0.333
C 0.95869 1.55289 -2.50376 0.02 -0.10 0.13 -0.024
C 2.00465 2.22890 -3.14848 0.06 -0.08 0.09 -1.438
C 3.28848 1.79908 -2.95460 -0.06 0.02 -0.02 -0.550
C 3.53292 0.65522 -2.16212 0.15 0.08 0.01 0.176
H 3.20694 0.66020 -7.43852 -0.01 0.00 -0.01 0.456
H 4.79580 1.75675 -5.87273 0.02 0.01 -0.03 0.433
H 5.28337 -1.94605 -3.78048 0.03 0.00 0.05 0.546
H 3.78368 -3.05808 -5.39096 0.02 0.10 0.01 0.588
H 5.93405 -1.42369 -0.96585 0.03 0.01 0.00 0.489
H 3.96928 -2.43694 0.17058 -0.03 -0.01 0.01 0.521
H -0.06439 1.84568 -2.69781 -0.01 0.03 0.05 0.466
H 1.77925 3.07960 -3.77430 0.02 0.00 -0.03 0.421
H 4.11717 2.33062 -3.40191 0.00 -0.02 -0.05 0.824

63
Properties=species:S:1:pos:R:3:forces:R:3:nbo_charge:R:1 method="wB97M-V/def2-TZVPD" e_homo_ha=-0.345 homo_lumo_gap_ev=9.89 smiles=N#CC[C@](C#N)(CCCCl)CCCCN.CCOCC.CCOCC energy_ev=-41402.4729 relative_energy_kcal_mol=77.57
N 5.22758 -1.19853 1.71292 -1.27 5.23 -3.18 -0.325
C 4.94198 -0.19982 1.09646 -0.24 -2.84 1.24 0.263
C 4.32099 1.04441 0.25619 0.76 -0.89 0.49 -0.469
C 3.28945 0.51289 -0.90686 0.71 0.70 0.82 -0.081
C 2.59330 1.87247 -1.46407 -2.09 3.00 -0.22 0.279
N 2.03801 2.91599 -1.75556 3.27 -5.98 1.44 -0.342
C 2.26464 -0.47088 -0.16025 -0.80 0.20 0.49 -0.440
C 0.86199 -0.71559 -0.90321 -0.47 -1.04 -0.15 -0.442
C -0.41646 -0.81359 0.08342 0.76 0.02 -1.33 -0.350
Cl -0.38380 -2.54911 0.77870 0.09 1.48 -0.13 -0.118
C 4.21812 -0.15470 -2.03946 0.38 -0.05 -0.39 -0.430
C 3.70663 -1.54746 -2.64926 0.29 0.14 -1.37 -0.415
C 2.63856 -1.37493 -3.88103 1.21 -1.65 -0.17 -0.428
C 3.22667 -0.47164 -5.09066 -0.75 -0.81 0.17 -0.232
N 2.63722 0.90574 -5.02592 1.02 -0.29 0.49 -0.841
H 5.20278 1.56691 -0.26699 -1.40 -0.62 1.06 0.258
H 3.80154 1.71276 1.03328 0.84 -0.93 -1.32 0.266
H 2.06262 -0.01572 0.89122 0.24 -0.66 -1.78 0.228
H 2.75701 -1.50226 0.04800 -0.62 1.99 -0.47 0.259
H 0.59454 0.04028 -1.72144 0.65 -0.73 1.27 0.222
H 0.93454 -1.75125 -1.42668 -0.23 1.86 0.74 0.229
H -1.37360 -0.76307 -0.56014 1.54 0.03 1.34 0.231
H -0.36274 -0.01004 0.89618 -0.35 -1.40 -1.00 0.248
H 5.28561 -0.34544 -1.62194 -1.92 0.36 -0.37 0.230
H 4.36886 0.65170 -2.86446 -0.31 -1.61 1.23 0.230
H 3.35217 -2.31960 -1.86938 0.44 1.49 -1.09 0.225
H 4.63465 -2.03948 -3.15258 -1.51 0.86 0.92 0.220
H 2.53172 -2.45039 -4.31593 0.00 1.74 0.84 0.215
H 1.59274 -1.07175 -3.52843 1.57 -0.11 -0.64 0.207
H 4.38954 -0.47331 -5.10787 -1.99 0.12 0.24 0.191
H 2.89872 -0.96311 -6.08114 0.51 0.73 1.49 0.193
H 3.37277 1.57175 -4.74458 -0.78 -0.33 -0.17 0.358
H 1.90142 0.92645 -4.30448 0.64 0.12 -0.53 0.358
C -0.08907 4.33714 0.08665 -0.01 0.09 0.15 -0.643
C -0.89186 3.04659 0.09612 0.05 0.19 -0.01 -0.064
O -0.99930 2.45155 1.38492 0.09 -0.27 0.05 -0.553
C -1.62891 3.23448 2.39216 -0.06 0.03 -0.01 -0.062
C -3.06007 3.61645 2.05634 -0.09 -0.02 -0.13 -0.645
H 0.91829 4.16268 0.47717 -0.11 0.00 -0.13 0.213
H -0.00947 4.72788 -0.93081 0.05 -0.11 0.11 0.229
H -0.54993 5.10976 0.70493 -0.08 0.00 -0.06 0.200
H -0.38852 2.31624 -0.54282 -0.02 -0.07 0.19 0.184
H -1.88659 3.19882 -0.33402 -0.03 0.08 0.02 0.162
H -1.02526 4.12106 2.61287 -0.05 0.05 -0.05 0.163
H -1.62960 2.62735 3.30186 0.12 -0.08 -0.19 0.187
H -3.11943 4.23126 1.15616 0.01 0.06 0.09 0.205
H -3.50542 4.18179 2.87914 0.05 -0.06 -0.05 0.217
H -3.66314 2.72062 1.88075 0.06 0.07 0.06 0.212
C -3.19515 -4.15001 3.36760 -0.10 -0.07 0.08 -0.646
C -3.40089 -3.28809 2.13272 -0.08 -0.16 0.08 -0.066
O -4.71335 -3.37720 1.59040 -0.12 -0.03 -0.12 -0.540
C -5.77816 -2.98287 2.44629 0.10 0.02 -0.03 -0.063
C -5.68113 -1.53910 2.90855 0.09 0.12 0.00 -0.644
H -3.41107 -5.19919 3.14149 0.06 0.12 0.00 0.211
H -2.16300 -4.07052 3.71951 -0.07 -0.01 -0.07 0.218
H -3.85041 -3.85124 4.18777 0.07 0.04 0.03 0.200
H -2.71769 -3.62634 1.35195 -0.33 0.05 -0.03 0.198
H -3.14510 -2.24339 2.33456 0.03 0.02 0.06 0.158
H -5.84943 -3.66629 3.29916 0.02 0.06 0.07 0.159
H -6.70050 -3.10866 1.87217 0.20 -0.08 -0.09 0.186
H -4.77824 -1.35647 3.49459 -0.08 -0.03 0.06 0.204
H -6.54277 -1.28020 3.52962 0.05 -0.03 -0.06 0.214
H -5.65459 -0.86377 2.04815 -0.04 -0.08 0.06 0.210

43
Properties=species:S:1:pos:R:3:forces:R:3:nbo_charge:R:1 method="wB97M-V/def2-TZVPD" e_homo_ha="-0.524 / -0.524" homo_lumo_gap_ev="5.54 / 5.53" total_charge=+2 energy_ev=-117684.8998 relative_energy_kcal_mol=0.00
Tc -0.24506 0.85875 0.72720 0.89 -0.53 -0.33 0.423
I -0.86209 0.61469 3.74082 0.16 0.06 -0.05 0.361
C -2.91835 0.26888 3.36520 0.01 -0.04 -0.05 -0.708
I -3.30701 -0.24244 1.35513 -0.02 -0.06 -0.21 0.287
H -3.45325 1.17320 3.60447 -0.09 0.15 0.04 0.255
H -3.22097 -0.56452 3.98049 -0.06 -0.08 0.11 0.256
C -3.09068 1.59781 -2.04101 0.09 -0.40 -0.02 -0.420
N -2.58750 0.20276 -2.05506 -0.42 0.47 -0.08 -0.307
C -3.34248 -0.91726 -2.33629 -0.01 0.37 0.03 -0.053
C -2.48789 -1.96944 -2.34351 0.37 -0.12 0.07 -0.017
N -1.21872 -1.49852 -2.07874 0.15 -0.42 -0.10 -0.428
B 0.05905 -2.43541 -2.29365 0.04 -0.13 -0.13 0.172
N 1.27837 -2.14246 -1.30112 -0.23 -0.13 -0.41 -0.448
C 2.55675 -2.43495 -1.72845 -0.35 0.09 -0.21 -0.010
C 3.38501 -2.38129 -0.65970 0.06 0.08 0.41 -0.048
N 2.60453 -2.04901 0.42536 0.31 0.02 0.42 -0.301
C 3.07971 -1.95836 1.81987 -0.18 -0.24 -0.41 -0.406
C 1.33058 -1.90670 0.00817 0.35 0.02 -0.07 0.226
S -0.00057 -1.45004 1.04416 0.10 0.04 0.08 0.098
C -1.30879 -0.18641 -1.90647 -0.36 0.02 -0.14 0.192
S 0.02185 0.86272 -1.47430 -0.03 -0.01 0.50 0.338
H -4.14350 1.58433 -1.77394 0.01 -0.06 0.03 0.241
H -2.97721 2.04264 -3.02577 0.04 -0.04 -0.07 0.243
H -2.54004 2.18796 -1.31534 0.02 -0.05 0.06 0.237
H -4.40552 -0.86618 -2.52633 0.17 0.04 0.04 0.262
H -2.67250 -3.01571 -2.53391 0.07 0.12 0.04 0.269
H 0.47599 -2.23338 -3.41358 -0.09 -0.02 0.32 -0.012
H -0.30880 -3.57387 -2.11068 0.04 0.33 -0.01 -0.010
H 2.76805 -2.66605 -2.76264 -0.09 0.02 0.18 0.265
H 4.45041 -2.55071 -0.58140 -0.22 0.02 0.05 0.259
H 4.15195 -1.79469 1.80747 -0.09 -0.11 -0.07 0.239
H 2.86054 -2.88221 2.34871 -0.06 -0.08 -0.03 0.238
H 2.59551 -1.12932 2.32524 -0.03 0.07 -0.04 0.223
S 5.00503 0.52453 2.43730 0.04 -0.12 -0.02 -0.649
Sb 5.57766 2.52874 3.04900 0.14 0.39 0.01 1.116
S 1.78081 1.63935 0.87877 -0.94 -0.05 -0.09 0.301
S 2.01346 2.32803 2.77593 0.05 -0.18 0.04 0.084
S 3.42405 3.74174 2.54847 0.14 0.18 0.13 -0.268
F -1.33862 2.30128 1.08355 -0.03 0.15 0.08 -0.496
B -0.75105 4.60588 0.23319 -0.28 0.05 0.26 1.491
F 0.45274 4.35922 0.76043 -0.53 0.24 -0.43 -0.513
F -1.08500 4.04198 -0.93306 0.30 0.42 0.53 -0.508
F -1.60644 5.38442 0.87599 0.55 -0.51 -0.47 -0.476